1.
Computed, not measured: a structure of composition C29H43IN7OPPt, with ωB97M-V/def2-TZVPD.

Geometry as XYZ:
```
83
Properties=species:S:1:pos:R:3:forces:R:3:lowdin_charge:R:1
Pt 0.16902 0.15655 -1.81427 -0.0141 0.0519 -0.0427 1.14
C 3.65840 3.67680 -4.21967 0.0019 -0.0099 -0.0066 -0.08
C 3.88838 2.89309 -3.09715 -0.0007 -0.0082 -0.0011 -0.07
C 2.81871 2.33279 -2.41532 -0.0145 0.0085 0.0163 -0.06
C 1.53215 2.57856 -2.86771 0.0319 0.0164 0.0277 -0.27
C 1.28419 3.35409 -3.98628 -0.0086 -0.0007 0.0018 -0.01
C 2.36275 3.90058 -4.66507 -0.0027 0.0004 -0.0113 -0.06
N 0.41985 2.09305 -2.07137 -0.0260 0.0292 -0.0261 -0.12
N -0.31499 2.99112 -1.63213 -0.0008 -0.0467 0.0178 0.14
C -1.38609 2.78426 -0.79157 0.0429 -0.0039 -0.0265 -0.20
C -2.15633 3.95508 -0.64328 -0.0187 0.0075 0.0069 0.01
C -3.23207 4.00231 0.20304 0.0264 -0.0050 -0.0190 -0.04
C -3.52115 2.86252 0.94852 -0.0031 -0.0182 0.0145 -0.02
C -2.76686 1.70962 0.83654 -0.0305 0.0190 0.0086 -0.03
C -1.68242 1.61262 -0.04343 -0.0191 0.0356 0.0403 -0.25
H 4.49307 4.12101 -4.74498 -0.0007 0.0034 0.0014 0.12
H 4.89770 2.73969 -2.73933 -0.0016 -0.0022 0.0004 0.12
H 2.97129 1.77538 -1.49697 0.0065 -0.0031 -0.0051 0.10
H 0.26728 3.53682 -4.30689 0.0019 -0.0003 -0.0022 0.13
H 2.18743 4.51326 -5.53887 -0.0006 -0.0011 0.0002 0.12
H -1.85579 4.81323 -1.22866 -0.0036 0.0053 0.0043 0.13
H -3.82694 4.89856 0.29890 0.0001 0.0013 0.0018 0.12
H -4.35776 2.86543 1.63576 -0.0026 0.0101 -0.0050 0.12
H -3.03596 0.86118 1.44012 0.0059 -0.0204 0.0004 0.08
N -0.92925 0.44461 -0.17702 -0.0053 -0.0242 -0.0352 -0.22
P -0.56555 -0.57907 1.07633 -0.0780 -0.0629 -0.0367 0.72
N 0.49398 0.02854 2.14991 0.1714 0.0005 0.0245 -0.18
C 1.91311 0.13300 1.71888 -0.0326 0.0168 -0.0035 -0.19
C 2.71812 0.87434 2.77211 -0.0021 -0.0088 0.0308 -0.17
C 2.23767 2.32219 2.92240 0.0069 0.0123 -0.0121 -0.17
C 0.71677 2.41992 2.72376 0.0139 0.0015 -0.0437 -0.16
C 0.04338 1.10434 3.07591 -0.0284 -0.0123 0.0266 -0.18
N 0.14513 -1.86070 0.32520 -0.0383 -0.0050 0.0550 -0.19
C 0.19964 -2.14848 -1.09537 0.0227 -0.0024 0.0501 -0.28
C -0.44798 -3.49642 -1.45233 -0.0201 0.0271 -0.0246 -0.15
C 0.15131 -4.61433 -0.60724 0.0112 -0.0055 0.0240 -0.17
C 0.01661 -4.28222 0.87497 -0.0130 0.0169 -0.0302 -0.16
C 0.68082 -2.94863 1.17312 0.0138 0.0044 0.0114 -0.17
N -1.88163 -1.03092 1.91662 0.0016 -0.0010 -0.0060 -0.19
C -1.85479 -1.34784 3.37148 -0.0076 -0.0164 0.0219 -0.17
C -2.81175 -2.48767 3.67657 0.0206 0.0185 0.0166 -0.17
C -4.23340 -2.07777 3.30741 -0.0132 -0.0028 -0.0001 -0.17
C -4.31699 -1.57410 1.85023 0.0305 -0.0131 -0.0052 -0.15
C -2.97549 -1.65049 1.12884 -0.0146 0.0220 0.0002 -0.20
H 1.98070 0.66971 0.76103 -0.0018 0.0005 -0.0079 0.10
H 2.31251 -0.86920 1.57075 -0.0110 -0.0138 -0.0037 0.10
H 3.77257 0.84101 2.49808 0.0003 0.0029 -0.0014 0.12
H 2.63138 0.33559 3.71828 -0.0057 0.0041 0.0009 0.12
H 2.74287 2.96106 2.19619 0.0025 0.0031 0.0066 0.11
H 2.51637 2.69407 3.90806 -0.0039 -0.0009 0.0010 0.12
H 0.47876 2.66015 1.68221 -0.0081 0.0098 0.0028 0.10
H 0.29225 3.21999 3.32983 -0.0029 -0.0042 0.0086 0.12
H -1.03962 1.19418 3.00633 0.0110 0.0249 -0.0015 0.10
H 0.28004 0.80819 4.10010 -0.0071 -0.0041 -0.0024 0.13
H 1.23330 -2.14367 -1.45415 -0.0021 -0.0220 -0.0089 0.11
H -0.52701 -1.48707 -1.70146 -0.0131 -0.0264 -0.0166 0.06
H -0.30625 -3.67850 -2.51872 0.0004 -0.0184 0.0039 0.13
H -1.52372 -3.42820 -1.26954 0.0038 -0.0005 -0.0022 0.12
H 1.20874 -4.74577 -0.85868 -0.0002 0.0019 -0.0074 0.12
H -0.34716 -5.55392 -0.84254 -0.0001 -0.0031 0.0036 0.13
H 0.47992 -5.05377 1.49040 0.0068 -0.0031 -0.0063 0.13
H -1.03979 -4.23695 1.15409 -0.0030 -0.0079 0.0086 0.11
H 1.75799 -3.02688 0.98550 0.0028 0.0032 0.0072 0.13
H 0.55793 -2.66501 2.21812 -0.0031 0.0046 -0.0053 0.11
H -2.16360 -0.46617 3.94023 -0.0129 -0.0014 -0.0163 0.12
H -0.83673 -1.59028 3.67542 -0.0010 0.0063 -0.0106 0.11
H -2.74490 -2.71749 4.74001 0.0004 0.0083 0.0033 0.13
H -2.50554 -3.39208 3.14349 0.0003 -0.0012 -0.0002 0.11
H -4.54391 -1.28276 3.98817 -0.0202 -0.0075 -0.0048 0.12
H -4.92197 -2.90498 3.47118 0.0192 -0.0210 -0.0215 0.12
H -4.69322 -0.55069 1.81681 0.0155 0.0127 0.0174 0.10
H -5.02197 -2.17267 1.27289 -0.0191 0.0200 -0.0002 0.12
H -3.04131 -1.13556 0.16747 -0.0014 0.0011 0.0011 0.11
H -2.72318 -2.69363 0.91790 -0.0015 -0.0120 0.0006 0.10
N 3.09904 -0.93705 -3.01729 -0.0015 0.0279 0.0138 0.21
C 2.14326 -0.76084 -3.92380 -0.0576 0.0025 -0.0849 -0.63
O 1.01776 -0.28448 -3.64784 0.0818 -0.0162 0.0696 -0.16
C 2.40798 -1.17505 -5.33086 0.0262 0.0064 -0.0089 -0.53
I 3.39984 0.42875 -6.32782 -0.0067 -0.0072 0.0065 0.94
H 3.00015 -0.50020 -2.11318 0.0115 -0.0042 0.0036 0.10
H 4.02346 -1.21763 -3.30657 -0.0010 -0.0008 -0.0080 0.14
H 1.47145 -1.35488 -5.84555 -0.0027 0.0029 0.0023 0.07
H 3.05809 -2.04323 -5.38623 -0.0031 -0.0018 -0.0034 0.06
```
Forces are in eV/Å.

The LUMO energy comes out at -6.190 eV. The value obtained for the energy above the lowest of the compared OMol25 structures with the same formula, charge and spin is 0.000 eV. The charge is +2. The orbital gap is 7.565 eV. Its total energy is -2347.3083 a.u.

***

2.
Computed, not measured: a structure of composition C22H50CeN3P3Se, with ωB97M-V/def2-TZVPD.

Geometry as XYZ:
```
80
Properties=species:S:1:pos:R:3:forces:R:3:lowdin_charge:R:1
Ce 0.12388 0.10054 -0.40158 -0.7764 3.3955 2.8596 0.35
P -0.08384 1.49225 2.24009 -0.3202 0.3626 1.4266 0.72
P 0.92610 2.75898 -1.42961 0.1746 1.3524 -1.1519 0.74
P 2.90774 0.39606 0.71970 1.0934 -0.0773 0.2258 0.73
H 0.23747 -4.75932 1.45855 0.3805 0.1493 0.2071 0.06
C 1.08586 -4.22920 1.90842 -0.1501 0.6927 0.2122 -0.07
C 0.92467 -3.47016 3.00663 0.0165 -0.2552 -0.7050 -0.08
H -0.05957 -3.35661 3.47027 0.3697 -0.1517 -0.0113 0.05
C -1.81135 1.64401 2.83575 -0.2489 -0.0481 -0.2295 -0.25
C 0.44683 3.23401 2.45622 0.1694 0.1140 -0.3763 -0.23
C 0.66869 0.69143 3.71220 0.0860 -0.2129 -0.1208 -0.23
C 1.38784 2.56519 -3.19885 -0.0371 -0.3719 0.0278 -0.25
C -0.55109 3.83561 -1.60382 -0.2969 -0.2271 0.2855 -0.24
C 2.16369 4.02475 -0.95449 0.2046 -0.2370 0.5582 -0.23
C 3.53576 -1.01434 1.70799 -0.2206 -0.2970 0.0085 -0.23
C 3.70339 1.78722 1.61417 -0.2116 0.2556 -0.0440 -0.24
C 4.00998 0.29151 -0.74424 -0.1156 -0.0700 -0.2329 -0.26
H 2.05953 -4.32425 1.40982 -0.3880 -0.1480 0.3394 0.06
H 1.77138 -2.97059 3.48615 -0.2987 -0.1744 -0.1286 0.05
H -2.21958 0.66167 3.10124 0.0613 0.1771 -0.0465 0.04
H -2.44144 2.08643 2.05473 0.0360 -0.0535 0.1604 0.05
H -1.83718 2.29470 3.72041 -0.0061 -0.2230 -0.2001 0.07
H 0.05790 3.84328 1.62998 0.0706 -0.0304 0.2414 0.03
H 1.53958 3.31391 2.46522 -0.2442 0.0086 -0.0069 0.04
H 0.04899 3.62714 3.40226 0.1303 -0.1601 -0.2469 0.07
H 0.39228 -0.37049 3.72754 0.0667 0.1741 0.0826 0.04
H 0.29805 1.16907 4.63006 0.1058 -0.0898 -0.2662 0.08
H 1.76237 0.75956 3.69140 -0.2578 -0.0151 0.0238 0.03
H 1.36624 3.54829 -3.69167 0.0050 -0.3234 0.1255 0.08
H 0.68968 1.88050 -3.69695 0.1473 0.2294 -0.0576 0.04
H 2.39690 2.14005 -3.26887 -0.1785 0.1151 -0.0575 0.05
H -0.28226 4.75221 -2.15062 -0.0738 -0.3269 0.1621 0.08
H -0.92164 4.10397 -0.60530 -0.0092 0.0503 -0.2754 0.05
H -1.35105 3.31231 -2.14626 0.1725 0.1830 0.1006 0.04
H 2.09570 4.87727 -1.64551 -0.0702 -0.3216 0.1308 0.08
H 3.17706 3.60871 -1.00520 -0.1923 0.1321 0.0142 0.05
H 1.97432 4.37915 0.06623 0.1059 -0.0117 -0.2273 0.05
H 4.58581 -1.20004 1.44181 -0.2869 0.0406 0.1572 0.07
H 2.94334 -1.91708 1.50870 0.2512 0.1298 0.0877 0.02
H 3.47026 -0.78529 2.77942 -0.0116 -0.0865 -0.2563 0.06
H 4.79401 1.64999 1.59550 -0.2970 -0.0182 0.0110 0.08
H 3.37165 1.81934 2.65897 0.1139 0.0173 -0.2548 0.04
H 3.46071 2.74355 1.13420 0.1276 -0.2103 0.1738 0.02
H 5.02974 0.09181 -0.38782 -0.2103 0.1188 -0.2499 0.07
H 3.99155 1.23149 -1.31160 0.0667 -0.1944 0.1040 0.04
H 3.67398 -0.51963 -1.40704 0.3462 0.2272 0.2604 0.01
C 1.50698 -2.93770 -3.02315 0.3700 -1.0814 -0.5785 -0.51
C 1.06012 -4.07127 -2.31597 0.1043 0.5369 0.1892 -0.10
C 1.35093 -5.34811 -2.79696 0.1306 0.1767 -0.2297 -0.04
C 2.09691 -5.51679 -3.97330 -0.0383 0.7484 0.0471 -0.01
C 2.55071 -4.38435 -4.67124 -0.2261 -0.2793 0.4532 -0.03
C 2.25147 -3.10579 -4.19989 -0.0984 0.5224 -0.0689 -0.11
Se 1.14002 -1.12680 -2.47663 -1.0002 -2.4831 0.2399 1.00
H -0.22888 -1.59430 -1.08074 0.9722 -1.9041 -2.9286 -0.05
H 0.48690 -3.93793 -1.40084 0.0501 -0.1603 -0.1327 0.09
H 0.99225 -6.22550 -2.25789 0.0583 0.3047 -0.1053 0.13
H 2.31547 -6.51379 -4.34869 -0.0482 0.2103 0.0980 0.13
H 3.13010 -4.49835 -5.58416 -0.1203 0.0537 0.1853 0.13
H 2.59284 -2.22070 -4.74426 -0.0631 -0.3919 0.0141 0.11
C -4.25044 1.87553 -1.49990 0.0061 0.2143 -0.0453 -0.03
N -4.50554 0.78176 -0.56750 1.1317 -0.4166 0.1725 -0.12
C -5.89975 0.41453 -0.40035 -0.9229 -0.0580 0.0843 -0.03
C -3.46557 0.01824 -0.14394 -0.9053 0.3067 0.0989 -0.38
N -2.25689 0.15734 -0.71859 0.6549 0.3068 -0.1602 -0.04
N -3.63309 -0.86640 0.86771 0.8369 0.2132 -0.6380 -0.12
C -4.67342 -0.72925 1.87214 -0.7035 -0.0549 0.6917 -0.04
C -2.55943 -1.81618 1.16844 -0.2802 -0.0025 -0.0030 -0.03
H -5.18756 2.43002 -1.60566 0.3886 -0.0055 -0.0637 0.11
H -3.95029 1.50315 -2.49295 -0.1829 0.1293 0.1378 0.11
H -3.47691 2.55628 -1.11559 -0.2530 -0.1619 -0.0595 0.09
H -6.04606 -0.67197 -0.40820 0.1066 0.3415 -0.0597 0.11
H -6.31629 0.84430 0.52027 -0.0114 -0.1862 -0.3132 0.10
H -6.45391 0.83921 -1.24442 0.0862 -0.2667 0.2143 0.11
H -2.37773 0.69000 -1.59048 0.0341 -0.3403 0.2592 0.05
H -5.60736 -1.22537 1.56806 0.3591 0.1947 0.2413 0.10
H -4.32634 -1.22186 2.78757 -0.0794 0.1926 -0.2008 0.10
H -4.88485 0.32497 2.11717 0.1778 -0.4311 -0.1882 0.11
H -2.15838 -2.24997 0.24818 -0.1162 -0.0152 0.0851 0.08
H -1.73788 -1.35058 1.74699 -0.1539 -0.0469 -0.0118 0.07
H -2.99208 -2.62137 1.78053 0.3365 0.2432 -0.2657 0.12
```
Forces are in eV/Å.

The LUMO energy (spin up / spin down) comes out at -10.980 / -11.293 eV. The charge is +3. Its spin multiplicity is 2. The orbital gap (spin up / spin down) is 5.730 / 5.363 eV. Its total energy is -4932.1321 a.u.

***

3.
Computed, not measured: a cluster of 2 separate species, C2H9NS in total, with ωB97M-V/def2-TZVPD.

Geometry as XYZ:
```
13
Properties=species:S:1:pos:R:3:forces:R:3:lowdin_charge:R:1
C 1.43747 -0.14891 0.87019 1.4099 0.4984 -0.7293 -0.16
N 0.09724 0.28327 0.50863 2.6516 -0.0509 -1.7652 -0.22
C -0.70962 -0.87312 0.29811 -1.3908 -0.1207 -0.0177 -0.17
H 1.58418 -0.64252 1.80172 -0.6949 -0.5280 1.5237 0.05
H 2.12245 0.71296 0.95701 -0.2406 -0.2533 -0.4894 0.08
H 1.87844 -0.92196 0.21459 -0.3767 0.7661 -0.5034 0.08
H -0.12692 0.95139 1.19434 -1.3489 0.5207 0.8633 0.09
H -0.74899 -1.27932 1.28785 -0.7226 -1.5178 0.4916 0.06
H -1.76412 -0.65287 -0.05624 1.2713 -0.1560 0.2861 0.09
H -0.20612 -1.58821 -0.40484 -0.5167 0.8060 0.5713 0.10
S -0.61684 1.55049 -2.40919 1.3195 0.3795 -0.1451 0.53
H -1.22740 1.38200 -1.27193 -0.1232 -0.0678 1.0444 -0.26
H -1.71977 1.22679 -2.99025 -1.2379 -0.2762 -1.1303 -0.26
```
Forces are in eV/Å.

As for the SMILES: CNC.S. The LUMO energy comes out at 1.006 eV. The value obtained for the energy above the lowest of the compared OMol25 structures with the same formula, charge and spin is 1.230 eV. The orbital gap is 9.685 eV. Its total energy is -534.4845 a.u.

***

4.
Computed, not measured: a cluster of 5 separate species, C5H20NO6 in total, with ωB97M-V/def2-TZVPD.

Geometry as XYZ:
```
32
Properties=species:S:1:pos:R:3:forces:R:3:lowdin_charge:R:1
C -2.32987 -0.30807 0.39278 0.9178 5.4958 3.7200 -0.14
O -3.06864 0.71313 -0.37897 1.0916 -2.7925 -0.7522 -0.08
C -0.77513 -0.08362 0.28236 0.4221 -0.3861 0.4609 -0.21
C 0.12319 -1.38524 0.38472 -0.4315 1.3295 -0.2314 -0.13
C 1.22271 -1.21783 1.44470 -0.4322 0.7683 1.0043 -0.15
C 2.23847 -0.32542 0.80691 2.0211 -1.3395 -0.4919 -0.22
O 2.09051 0.85158 0.58490 -0.5705 0.6028 0.0996 0.02
N -0.41305 0.81860 -0.89436 0.9789 -1.0933 -0.3639 0.18
H -2.49672 0.06120 1.53990 -0.0510 -1.4993 -2.7280 0.18
H -2.66336 -1.27656 0.25148 -0.5842 -1.8730 -0.4873 0.09
H -3.16396 0.20130 -1.22139 -0.4403 1.2104 0.5144 0.10
H -0.33789 0.54188 1.10460 -1.3574 -0.4394 -0.4799 0.13
H 0.58317 -1.61326 -0.56964 0.2782 0.1325 -0.4262 0.12
H -0.36123 -2.30448 0.65223 -0.9619 0.0816 -0.0168 0.10
H 0.93517 -0.78728 2.45736 -0.1433 -0.0598 -1.6126 0.14
H 1.44668 -2.23651 1.70180 1.3202 -0.2839 -0.0921 0.12
H 3.19708 -0.76450 0.36868 -0.8886 -0.1190 0.7085 0.15
H 0.46000 1.24875 -0.56336 -0.2268 0.0024 -0.7220 0.10
H -0.29695 0.38747 -1.83858 -0.0954 0.0709 0.8208 0.14
H -1.07434 1.56807 -1.07120 -0.4506 0.0913 0.6476 0.13
H 4.02495 -0.61886 -2.06929 0.0940 -0.0747 0.2102 0.04
H 3.17630 0.44883 -1.29545 0.3447 -0.0361 -0.0040 -0.02
O 3.52158 0.19160 -2.15665 -0.4338 0.2578 -0.2867 -0.05
H -0.64670 -1.73737 3.60069 -0.1556 -0.1561 0.4188 0.06
H -1.62081 -2.78113 2.96251 0.6568 0.9393 0.0565 0.09
O -1.03743 -2.00947 2.76987 -0.9606 -1.0091 0.1052 -0.05
H 0.23643 3.93242 0.85315 -0.5673 0.3071 -0.0856 0.07
H 1.04295 2.72260 0.66772 -0.4248 -0.1963 -0.0842 0.04
O 0.13699 3.04547 0.49256 1.1212 0.1175 0.3806 -0.05
H -1.05177 0.38365 -4.24450 -0.0748 -0.0114 -0.0597 0.07
H -1.69325 1.61646 -3.60387 -0.0500 -0.0142 -0.1032 0.07
O -1.40508 0.71658 -3.41167 0.0540 -0.0235 -0.1194 -0.04
```
Forces are in eV/Å.

The LUMO energy comes out at -2.848 eV. The value obtained for the energy above the lowest of the compared OMol25 structures with the same formula, charge and spin is 2.578 eV. The charge is +1. The orbital gap is 11.057 eV. Its total energy is -708.4192 a.u.

***

5.
Computed, not measured: a structure of composition C3H5NO2, with ωB97M-V/def2-TZVPD.

Geometry as XYZ:
```
11
Properties=species:S:1:pos:R:3:forces:R:3:lowdin_charge:R:1
O 1.79825 -0.18450 0.96279 0.2053 0.0917 -0.1077 -0.05
C 0.84556 -0.61677 0.01942 -0.3706 0.3480 -0.3382 -0.24
C -0.50482 -0.04574 0.42468 -0.1321 0.9830 -0.6358 -0.05
O -1.06165 1.46396 -0.55741 0.6339 -0.2305 0.4218 -0.19
C -1.66253 -0.55401 -0.23830 -0.9406 0.2283 -0.8064 -0.22
N -2.49871 -0.25067 -0.98789 -0.1268 -1.8903 0.5901 0.20
H 2.68045 -0.32252 0.59718 -0.1531 0.0501 0.1065 0.10
H 1.02482 -0.24040 -0.99093 0.2116 -0.0125 -0.0296 0.13
H 0.83406 -1.72520 -0.03840 -0.4280 0.4559 0.1428 0.14
H -0.59442 0.05944 1.51657 -0.0647 0.5751 -0.5460 0.14
H -0.86102 2.41643 -0.70771 1.1650 -0.5987 1.2025 0.05
```
Forces are in eV/Å.

The LUMO energy comes out at -0.236 eV. The value obtained for the energy above the lowest of the compared OMol25 structures with the same formula, charge and spin is 5.054 eV. The orbital gap is 10.274 eV. Its total energy is -322.3886 a.u.